Entry 1:
Molecular formula: C6H10O3
Method: DFT, ωB97M-V with the def2-TZVPD basis set

Summary:
- Total energy: -460.19058 hartree
- Maximum force: 0.0400 hartree/bohr
- Frontier orbital gap: 8.19 eV
- LUMO level: 0.36 eV
- ΔE to the lowest compared entry with this formula, charge and spin: 100.3 kcal per mole

Geometry as ORCA input:
```
! RIJCOSX wB97M-V def2-TZVPD def2/J DEFGRID3
* xyz 0 1
C -0.98384 1.70210 0.95088
C 0.85130 0.43422 -0.22384
C 0.39965 -0.61229 -0.98018
C 1.63433 0.27936 1.04364
C 0.65819 -2.05933 -0.64510
C -1.99613 -0.58939 -0.78650
O -2.29391 0.27149 -0.02246
O -1.16842 2.77279 0.23488
O -2.24600 -1.48495 -1.49821
H -1.97382 3.29144 0.43046
H -1.70140 1.63176 1.79345
H 0.91686 1.40199 -0.70168
H 0.21180 -0.40462 -2.02885
H 2.52568 -0.33590 0.88856
H 1.95159 1.24707 1.43677
H 1.02827 -0.20904 1.80835
H -0.03544 -2.70764 -1.18105
H 1.67079 -2.35794 -0.94000
H 0.55050 -2.27113 0.42088
*
```

Atom-resolved charges from Mulliken, all expressed in e: -0.141, 0.140, -0.511, -1.313, -1.232, 0.751, -0.414, -0.365, -0.409, 0.359, 0.169, 0.428, 0.496, 0.352, 0.365, 0.305, 0.390, 0.307, 0.324

Entry 2:
Molecular formula: C5H9N
Method: DFT, ωB97M-V with the def2-TZVPD basis set

Summary:
- Total energy: -250.54865 hartree
- Maximum force: 0.0899 hartree/bohr
- Frontier orbital gap: 10.24 eV
- LUMO level: 0.75 eV
- ΔE to the lowest compared entry with this formula, charge and spin: 74.2 kcal per mole

Geometry as ORCA input:
```
! RIJCOSX wB97M-V def2-TZVPD def2/J DEFGRID3
* xyz 0 1
C 0.03719 0.14628 -1.72764
C 0.60235 -1.08110 -1.28890
C -0.57210 -1.03095 -0.32410
C -0.95360 -1.81527 0.68552
C 0.28144 2.05487 1.30471
N -0.94647 0.18919 -0.90424
H 0.50878 0.76537 -2.45981
H 0.60154 -1.81279 -2.07208
H 1.68986 -1.15217 -0.85466
H -1.82174 -1.59932 1.29270
H 1.16540 2.59294 1.66433
H -0.51595 -2.87655 0.96118
H 0.56779 1.08813 1.17787
H -0.23369 2.37555 0.43391
H -0.41078 2.15582 2.11123
*
```

Atom-resolved charges from Mulliken, all expressed in e: 0.038, -0.421, 0.442, -0.772, -1.007, -0.620, 0.343, 0.285, 0.214, 0.286, 0.299, 0.209, 0.173, 0.255, 0.277

Entry 3:
Molecular formula: C21H17F3N4O8S2
Method: DFT, ωB97M-V with the def2-TZVPD basis set

Summary:
- Total energy: -2727.30985 hartree
- Maximum force: 0.0240 hartree/bohr
- Frontier orbital gap: 8.07 eV
- LUMO level: -0.97 eV
- SMILES: COC(=O)[C@](NC(=O)c1ccc(OC)cc1)(Nc1ncc(S(=O)(=O)c2ccc([N+](=O)[O-])cc2)s1)C(F)(F)F

Geometry as ORCA input:
```
! RIJCOSX wB97M-V def2-TZVPD def2/J DEFGRID3
* xyz 0 1
C -3.67446 -3.26273 2.17791
H -4.63055 -3.01230 2.63965
H -2.87570 -3.14133 2.91079
H -3.68578 -4.27374 1.78078
O -3.42706 -2.40625 1.06178
C -3.51921 -1.11800 1.29427
O -3.90542 -0.58016 2.29153
C -3.18515 -0.28858 0.00294
N -1.99349 -0.78748 -0.60171
C -0.92658 -1.12642 0.20016
O -1.04046 -1.05920 1.40813
C 0.28611 -1.58192 -0.49719
C 0.61159 -1.20794 -1.79833
C 1.77170 -1.66006 -2.39528
C 2.62830 -2.51889 -1.70674
C 2.30357 -2.89774 -0.39768
C 1.16153 -2.42216 0.19889
H 0.91039 -2.70131 1.21094
H 2.98184 -3.55550 0.12200
O 3.77950 -3.01638 -2.19662
C 4.17464 -2.67921 -3.50788
H 3.44533 -3.02378 -4.24676
H 5.12061 -3.19302 -3.66849
H 4.32508 -1.60104 -3.61749
H 1.99967 -1.33687 -3.39803
H -0.01448 -0.52736 -2.35502
H -1.92111 -0.81647 -1.60670
N -3.15844 1.11080 0.39742
C -2.06672 1.91028 0.34665
N -1.89839 2.91267 1.14674
C -0.75256 3.57436 0.89538
C -0.02118 3.10980 -0.15384
S -0.79994 1.74247 -0.87122
S 1.68628 3.36773 -0.52371
O 2.12785 4.55202 0.15099
O 1.91980 3.23748 -1.93284
C 2.39879 1.92288 0.29870
C 3.23156 1.08140 -0.41546
C 3.77237 -0.02766 0.20920
C 3.44365 -0.27581 1.53663
C 2.60138 0.56669 2.25244
C 2.08131 1.68244 1.62368
H 1.43486 2.36558 2.15183
H 2.36894 0.33700 3.28094
N 3.99184 -1.44381 2.19345
O 3.71128 -1.61592 3.35722
O 4.69279 -2.17816 1.53398
H 4.44169 -0.70166 -0.30297
H 3.44199 1.31750 -1.44643
H -0.47768 4.41471 1.50569
H -3.69698 1.26066 1.25319
C -4.34567 -0.46248 -1.00356
F -4.12656 0.25526 -2.11301
F -5.51046 -0.06497 -0.49612
F -4.49091 -1.73118 -1.39598
*
```

Atom-resolved charges from Mulliken, all expressed in e: -0.798, 0.319, 0.305, 0.269, -0.219, 0.456, -0.609, 0.680, 0.098, -0.037, -0.709, 1.130, -0.644, -1.131, 0.732, -0.440, -0.456, 0.466, 0.458, -0.482, -0.891, 0.357, 0.260, 0.329, 0.447, 0.288, 0.318, -0.171, 0.566, -0.699, -0.603, 0.073, -0.001, 1.456, -0.719, -0.683, 0.039, -0.120, -0.477, -0.274, -0.729, -0.446, 0.395, 0.521, 1.172, -0.650, -0.631, 0.519, 0.559, 0.541, 0.325, 0.322, -0.252, -0.280, -0.246

Entry 4:
Molecular formula: C20H42F3N3O3
Method: DFT, ωB97M-V with the def2-TZVPD basis set

Summary:
- Total energy: -1476.64642 hartree
- Maximum force: 0.0590 hartree/bohr
- Frontier orbital gap: 9.31 eV
- LUMO level: 0.52 eV
- SMILES: COCCCCCCCCC[C@](COC)(COC(F)(F)F)N(CCN)CCCN

Geometry as ORCA input:
```
! RIJCOSX wB97M-V def2-TZVPD def2/J DEFGRID3
* xyz 0 1
C -4.51930 -1.79077 -0.75104
O -3.59746 -2.57581 -1.53894
C -3.70081 -2.20604 -2.94708
C -2.54760 -1.11411 -3.23268
C -2.68234 -0.43649 -4.66960
C -1.59043 0.72966 -4.92972
C -2.02309 2.05011 -4.13781
C -0.88576 2.69724 -3.22389
C -0.05449 1.66061 -2.33958
C -0.06554 2.05803 -0.76358
C 1.20922 1.51144 0.03738
C 0.82621 0.59896 1.31999
C 0.15192 -0.73295 0.68030
O 1.13361 -1.58560 0.06736
C 1.04905 -1.62341 -1.36987
C -0.33321 1.31046 2.20037
O -0.18067 2.75965 2.26594
C -0.74543 3.27006 3.44321
F 0.10297 3.11967 4.55281
F -0.91423 4.65658 3.25099
F -2.00946 2.73790 3.72281
N 2.02045 0.24892 2.12709
C 2.59548 1.41405 2.85580
C 4.16418 1.06614 3.08777
N 4.87387 1.02157 1.77107
C 1.74523 -0.78398 3.16285
C 2.43813 -2.21774 2.83824
C 1.45213 -3.45301 3.09700
N 2.29259 -4.65324 3.43086
H -4.50748 -0.68349 -1.01381
H -4.26386 -1.86579 0.35879
H -5.59046 -2.17998 -0.90227
H -3.58221 -3.12525 -3.62209
H -4.71656 -1.69584 -3.11146
H -2.68342 -0.31996 -2.41664
H -1.55545 -1.65669 -3.15472
H -3.74812 -0.01691 -4.74086
H -2.59462 -1.26530 -5.45422
H -0.55401 0.34707 -4.66765
H -1.59241 0.87346 -6.06858
H -3.00509 1.85479 -3.57697
H -2.28460 2.83122 -4.93820
H -0.20695 3.35888 -3.87194
H -1.41824 3.43320 -2.51894
H 0.99862 1.47085 -2.71382
H -0.61991 0.66377 -2.38812
H -0.02611 3.20514 -0.75425
H -1.06790 1.69322 -0.37386
H 1.84109 2.41209 0.31024
H 1.83287 0.91224 -0.71772
H -0.33125 -1.35989 1.51696
H -0.72840 -0.46674 -0.00926
H 1.21735 -2.71935 -1.67626
H 1.93894 -1.04959 -1.78907
H 0.04958 -1.32675 -1.80742
H -0.39183 0.91186 3.25918
H -1.33933 1.10793 1.69492
H 2.06778 1.64143 3.85420
H 2.59254 2.39036 2.27903
H 4.65125 1.89707 3.71164
H 4.30020 0.10030 3.67591
H 4.80177 0.08931 1.35028
H 4.39477 1.70494 1.16217
H 0.63462 -0.97143 3.36279
H 2.17774 -0.48972 4.18463
H 3.31648 -2.35164 3.56798
H 2.89400 -2.21837 1.78901
H 0.71983 -3.25696 3.94495
H 0.86206 -3.69543 2.14277
H 3.28769 -4.46988 3.27415
H 2.02381 -5.45206 2.84050
*
```

Atom-resolved charges from Mulliken, all expressed in e: -0.662, -0.336, -0.628, 0.612, -1.056, -0.480, -0.781, -0.848, 0.662, -0.950, -1.018, 0.426, -0.835, -0.273, -0.307, -1.109, -0.335, 0.921, -0.239, -0.267, -0.250, 0.639, -0.709, -0.626, -0.653, -0.939, -0.741, -0.063, -0.665, 0.257, 0.235, 0.297, 0.279, 0.352, -0.152, 0.093, 0.327, 0.381, 0.275, 0.396, 0.324, 0.356, 0.261, 0.319, 0.492, -0.564, 0.420, 0.239, 0.417, 0.545, 0.335, 0.163, 0.305, 0.300, -0.223, 0.589, 0.299, 0.259, 0.372, 0.351, 0.250, 0.306, 0.298, 0.273, 0.573, 0.471, 0.187, 0.211, 0.154, 0.232, 0.258